A structure of composition C18H19FeO2 in a non-equilibrium geometry. Source: the Open Molecules 2025 dataset; level of theory: ωB97M-V/def2-TZVPD.

Its expectation value of S² is 6.105. As for the LUMO energy (alpha / beta): 0.1095 / 0.0198 Eh. The total energy is -2111.1963 Eh. As for the charge: -1. Its gap between HOMO and LUMO (alpha / beta) is 4.259 / 4.201 eV. Its multiplicity is 5. The calculation puts the HOMO energy (alpha / beta) at -1.28 / -3.66 eV.

Last column: Löwdin spin population.
Atoms and positions in Å:
C: -2.818 1.288 0.725  0.068
C: -2.012 0.104 0.289  0.497
C: -2.750 -1.286 0.216  0.100
C: -0.826 0.507 -0.498  0.027
Fe: 0.847 0.376 0.608  1.120
C: 0.384 1.876 1.560  -0.006
O: 0.145 2.948 1.948  -0.022
C: 1.772 1.433 -0.671  0.022
O: 2.144 2.208 -1.455  -0.008
C: 0.843 -1.664 0.442  -0.012
C: 0.374 -1.173 1.709  0.027
C: 1.474 -0.416 2.305  0.037
C: 2.547 -0.363 1.374  -0.002
C: 2.152 -1.146 0.220  0.089
H: -2.291 2.251 0.540  0.001
H: -3.780 1.350 0.191  0.023
H: -3.019 1.254 1.799  0.014
H: -2.013 -1.992 -0.169  0.005
H: -3.592 -1.056 -0.468  0.025
H: -0.541 -0.105 -1.375  0.010
H: -0.829 1.591 -0.785  0.008
H: 0.291 -2.323 -0.226  0.000
H: -0.540 -1.465 2.233  0.005
H: 1.460 -0.004 3.305  0.002
H: 3.527 0.087 1.544  0.001
H: 2.778 -1.352 -0.650  0.007
C: -3.335 -2.069 1.332  0.116
C: -2.953 -3.557 1.535  0.418
C: -3.587 -4.786 1.490  0.119
C: -4.958 -5.148 1.487  0.348
C: -6.013 -4.271 1.441  0.355
C: -5.899 -2.866 1.403  0.113
C: -4.832 -2.017 1.504  0.393
H: -2.809 -1.555 2.147  0.033
H: -1.873 -3.697 1.682  0.020
H: -2.936 -5.696 1.539  -0.002
H: -5.168 -6.225 1.558  0.015
H: -7.031 -4.678 1.440  0.016
H: -6.893 -2.390 1.345  -0.002
H: -5.149 -0.983 1.585  0.019

=====

A cluster of 12 separate species, C34H72O22S7 in total in a non-equilibrium geometry. Source: the Open Molecules 2025 dataset; level of theory: ωB97M-V/def2-TZVPD.

As for the LUMO energy: -0.0187 Eh. The total energy is -5781.0687 Eh. As for the charge: 0. Its gap between HOMO and LUMO is 8.291 eV. Its multiplicity is 1. The calculation puts the HOMO energy at -8.80 eV.

Last column: Mulliken charge in e.
Atoms and positions in Å:
C: -0.211 0.410 -6.314  -1.606
C: -0.172 -0.318 -4.950  1.762
C: -0.424 -1.821 -5.178  -0.288
O: 0.628 -2.474 -4.483  -0.325
C: 1.500 -1.572 -3.971  0.461
O: 2.470 -1.769 -3.312  -0.551
O: 1.064 -0.338 -4.249  -0.190
H: 0.158 1.431 -6.297  0.214
H: -1.248 0.393 -6.640  0.351
H: 0.459 -0.161 -6.960  0.478
H: -0.895 0.186 -4.308  -0.792
H: -0.461 -2.149 -6.212  0.322
H: -1.382 -1.979 -4.675  0.158
C: -6.135 -2.541 0.335  -1.413
C: -4.978 -2.265 1.282  0.236
C: -3.650 -2.899 0.880  -0.558
O: -2.678 -1.865 0.804  0.147
C: -3.294 -0.692 1.178  0.210
O: -2.764 0.371 1.222  -0.394
O: -4.629 -0.872 1.199  -0.393
H: -6.353 -3.599 0.208  0.348
H: -5.929 -2.146 -0.666  0.237
H: -7.017 -1.962 0.609  0.383
H: -5.224 -2.416 2.334  0.450
H: -3.672 -3.335 -0.123  0.485
H: -3.347 -3.630 1.632  0.228
C: -1.358 -1.353 4.266  -1.486
C: -1.462 -2.768 3.744  2.011
C: -0.595 -3.821 4.343  0.067
O: -1.494 -4.579 5.194  -0.391
C: -2.753 -4.200 5.009  0.481
O: -3.655 -4.744 5.557  -0.567
O: -2.792 -3.248 4.003  -0.430
H: -1.374 -1.355 5.356  0.476
H: -2.193 -0.703 3.993  0.321
H: -0.501 -0.866 3.801  -0.029
H: -1.257 -2.642 2.677  -0.713
H: 0.262 -3.475 4.912  0.162
H: -0.192 -4.535 3.627  0.054
C: 4.975 4.633 -1.314  -1.823
C: 3.661 4.235 -0.770  1.668
C: 3.807 3.254 0.437  -0.248
O: 2.768 3.810 1.252  -0.204
C: 2.288 4.986 0.807  0.562
O: 1.479 5.623 1.409  -0.532
O: 3.010 5.398 -0.255  -0.352
H: 5.466 3.796 -1.821  0.370
H: 5.765 5.001 -0.656  0.434
H: 4.799 5.479 -1.989  0.388
H: 3.005 3.720 -1.470  -0.602
H: 4.779 3.250 0.930  0.213
H: 3.545 2.238 0.148  0.106
C: -0.462 5.076 3.777  -1.515
C: -1.062 3.705 3.818  0.516
C: -0.437 2.633 2.931  1.234
O: 0.014 1.620 3.832  0.160
C: -0.551 1.835 5.029  0.190
O: -0.735 1.064 5.919  -0.552
O: -0.910 3.137 5.138  -0.447
H: -0.427 5.571 2.811  0.335
H: 0.573 4.999 4.126  0.387
H: -0.940 5.744 4.494  0.400
H: -2.138 3.676 3.619  0.254
H: 0.456 3.098 2.507  -0.578
H: -1.065 2.231 2.140  -0.334
C: 2.186 -0.946 5.387  -0.306
S: 2.866 -1.809 3.955  0.188
O: 1.772 -2.476 3.181  -0.399
C: 3.335 -0.297 3.141  -0.108
H: 1.436 -0.252 5.000  -0.347
H: 2.887 -0.327 5.946  0.423
H: 1.698 -1.604 6.104  0.384
H: 3.772 -0.398 2.151  0.079
H: 4.132 0.261 3.645  0.563
H: 2.480 0.380 3.133  -0.349
C: -0.170 1.277 -1.101  0.547
S: 1.259 0.439 -0.307  0.226
O: 1.427 1.021 1.049  -0.143
C: 0.490 -1.243 -0.209  -0.410
H: -0.060 2.342 -0.893  0.042
H: -1.213 1.079 -0.847  -0.259
H: -0.063 1.036 -2.160  -0.430
H: 0.536 -1.535 0.845  -0.177
H: 1.207 -1.904 -0.699  0.560
H: -0.534 -1.276 -0.563  0.062
C: -3.213 -0.641 -2.351  0.441
S: -3.710 1.005 -2.978  0.651
O: -2.431 1.604 -3.523  -0.603
C: -4.601 0.314 -4.426  -1.076
H: -2.569 -1.259 -2.973  -0.105
H: -4.148 -1.204 -2.329  0.472
H: -2.821 -0.321 -1.388  -0.883
H: -5.202 1.005 -5.017  0.383
H: -5.293 -0.442 -4.049  0.356
H: -3.917 -0.154 -5.134  0.236
C: 2.950 4.470 -5.715  -1.043
S: 2.365 4.292 -3.997  0.857
O: 1.292 5.315 -3.773  -0.709
C: 1.561 2.698 -4.176  -1.013
H: 4.008 4.195 -5.693  0.327
H: 3.035 5.515 -6.006  0.381
H: 2.303 3.825 -6.297  0.296
H: 0.590 2.766 -4.666  0.484
H: 1.593 2.120 -3.257  -0.049
H: 2.127 2.108 -4.906  0.495
C: -2.226 4.501 -0.683  -0.292
S: -3.382 4.179 0.727  0.803
O: -3.882 5.524 1.202  -0.732
C: -4.690 3.419 -0.274  -1.089
H: -2.479 5.540 -0.883  0.515
H: -2.522 3.810 -1.466  0.077
H: -1.214 4.337 -0.329  -0.254
H: -4.712 2.343 -0.129  0.094
H: -4.771 3.868 -1.266  0.397
H: -5.637 3.807 0.119  0.496
C: 4.820 -2.396 0.916  -0.856
S: 5.159 -3.811 -0.174  0.610
O: 6.619 -4.132 -0.244  -0.709
C: 4.378 -5.024 0.845  -0.670
H: 4.993 -2.659 1.957  0.401
H: 3.915 -1.978 0.482  0.056
H: 5.612 -1.681 0.671  0.438
H: 3.404 -4.657 1.175  -0.074
H: 4.971 -5.151 1.757  0.441
H: 4.299 -5.993 0.359  0.360
C: 1.547 -5.885 -1.854  -0.541
S: 0.561 -6.819 -0.583  0.434
O: 1.467 -7.766 0.137  -0.612
C: 0.329 -5.355 0.559  -0.538
H: 0.859 -5.157 -2.271  0.219
H: 1.916 -6.660 -2.523  0.421
H: 2.444 -5.470 -1.394  -0.003
H: 0.152 -4.440 -0.009  0.032
H: 1.176 -5.329 1.240  0.132
H: -0.583 -5.457 1.152  0.448

=====

The molecule C6H12O in a non-equilibrium geometry. Source: the Open Molecules 2025 dataset; level of theory: ωB97M-V/def2-TZVPD.

Its SMILES is C=CCCCCO. As for the LUMO energy: 0.0373 Eh. The total energy is -310.9607 Eh. As for the charge: 0. Its gap between HOMO and LUMO is 10.655 eV. Its multiplicity is 1. The calculation puts the HOMO energy at -9.64 eV.

Last column: Mulliken charge in e.
Atoms and positions in Å:
C: 1.279 -0.011 -1.167  -0.539
O: 1.040 -1.304 -2.063  -0.548
C: 0.073 0.987 -1.160  -0.396
C: -1.038 0.514 -0.350  -0.637
C: -0.830 0.800 1.164  -0.209
C: -0.184 -1.626 1.690  -0.702
C: -0.207 -0.346 1.978  -0.263
H: 1.531 -0.518 -0.243  0.320
H: 2.136 0.620 -1.584  0.268
H: 1.015 -1.096 -2.995  0.287
H: 0.435 1.972 -0.712  0.304
H: -0.291 1.160 -2.170  0.358
H: -1.930 0.954 -0.700  0.403
H: -0.994 -0.547 -0.435  0.126
H: -0.324 1.828 1.130  0.267
H: -1.958 1.026 1.588  0.226
H: -0.431 -2.019 0.666  0.263
H: 0.306 -2.283 2.424  0.253
H: 0.373 -0.109 2.939  0.219